Computed, not measured: one molecule with the formula C3H6N2 in a non-equilibrium geometry, with ωB97M-V/def2-TZVPD.

Last columns: bonded neighbours and bond lengths (Å).
Positions of all 11 atoms, in Å:
1 C -0.82192 -1.04965 0.36873  C2 1.564, H6 1.105, H7 1.093, H8 1.096
2 C 0.31578 -0.16332 -0.23709  C1 1.564, N3 1.501, C4 1.467, H9 1.103
3 N -0.00305 0.94590 -1.19727  C2 1.501, H10 1.029, H11 1.024
4 C 1.01475 0.56690 0.82572  C2 1.467, N5 1.156
5 N 1.47786 1.34233 1.54788  C4 1.156
6 H -0.40857 -1.76769 1.09938  C1 1.105
7 H -1.56035 -0.46154 0.91949  C1 1.093
8 H -1.33951 -1.65946 -0.38073  C1 1.096
9 H 1.00117 -0.87668 -0.72402  C2 1.103
10 H 0.86429 1.42767 -1.46991  N3 1.029
11 H -0.54045 1.69555 -0.75216  N3 1.024

Gap between HOMO and LUMO in eV: 10.93
Relative energy (zero: lowest compared OMol25 entry of this formula, charge and spin) in eV: 0.771
Highest occupied orbital energy in eV: -10.1
F_max in eV Å⁻¹: 1.34
Structure (SMILES): C[C@@H](N)C#N
Net charge: 0

For each atom in turn, the Mulliken charge in e is: -1.23, 0.42, -0.67, 0.20, -0.44, 0.33, 0.31, 0.31, 0.19, 0.28, 0.29